C29H44F6N5O4S8SbY as an isolated structure, computed with ωB97M-V/def2-TZVPD.

Structure (XYZ):
```
98
C29H44F6N5O4S8SbY ωB97M-V/def2-TZVPD
C -1.60338 0.48849 -2.35471
H -2.60962 4.44034 1.99392
F 2.00457 2.92253 -2.62960
H 0.69299 -1.04686 5.34526
H -1.66524 -2.90761 3.43249
H 1.16119 -5.82169 -2.63866
H -0.82484 0.09648 3.06446
H -0.00630 -2.29670 -4.67564
H 1.10247 -1.93217 -6.02925
Y 0.79805 0.72629 -0.12395
N 0.27334 -2.68828 4.13575
H 2.31570 -2.59705 4.49184
F 3.51215 4.31747 -1.92705
C -1.09901 3.64568 3.32555
F 4.44873 4.70810 1.34300
C -5.56179 0.36640 1.11118
F 3.24851 3.81070 2.90213
C -0.00217 -1.30907 4.54390
O 3.08804 0.75979 -1.41083
H 0.69919 1.96597 -5.51860
C -0.01440 4.16523 4.27875
H 4.27162 -0.28921 -4.21038
C 3.48424 -0.93852 -4.58412
H -2.29026 5.45750 3.41465
C 1.89184 -1.74710 2.51930
H -1.46503 1.56980 -2.36241
C 1.59620 1.34945 -5.57774
C -6.51821 2.54051 0.01688
S -7.11177 1.11450 0.77813
C -4.92347 -2.25311 0.58409
O 2.31818 3.01908 0.05499
C 1.64598 -2.77846 3.64803
S 2.55391 -1.98382 -0.93837
C -2.61599 -0.03099 -3.14715
C -0.03971 2.10582 1.40078
S 4.17639 1.69882 -1.64251
N 4.68662 2.28841 -0.27497
C -4.42806 1.02987 0.73114
H -0.50902 -4.09432 2.81386
H 1.80980 -3.80629 3.30866
H -0.46400 4.78342 5.06006
Sb 1.57081 -0.10921 -3.96174
H -5.66029 -2.35386 -0.21028
C -1.83071 4.81727 2.65757
H 2.46948 1.98938 -5.49968
H 0.63214 -4.90878 -4.05509
N 1.49562 -4.33882 -0.34404
H -0.03256 -2.71401 0.98440
C -2.84743 -1.39924 -3.17669
C 4.12713 3.56526 1.94198
C -0.78242 -0.30951 -1.53730
C -2.10470 2.77557 4.09382
H 0.50835 3.33009 4.74826
C -0.39391 -2.12779 1.82836
C 0.69285 -4.89175 -2.97079
H -3.63282 -1.81122 -3.79858
H -1.01540 -1.28044 4.94877
H -4.71343 -3.22021 1.04019
H -1.58647 1.99108 4.64887
S -5.57904 -1.19403 1.90838
C -2.05415 -2.22502 -2.39852
H -0.32253 -4.83382 -2.56834
H 2.31779 -2.19668 1.62516
H -1.30372 -1.60478 1.52477
S -4.78940 2.57101 -0.09800
H -4.00622 -1.80140 0.20774
H 0.72119 4.75881 3.73481
O 5.22887 1.32793 -2.52172
C 3.31960 3.14933 -2.52306
H -3.23736 0.63205 -3.73872
O 3.11615 1.17347 1.41900
H -0.33235 -0.93349 -5.72643
C -0.47531 2.82758 2.27725
C 0.46862 -1.50158 -5.25386
F 5.22586 3.03916 2.48570
S -2.82776 0.53552 0.94173
H 1.61486 0.83624 -6.53862
H -2.79768 2.29685 3.40060
C 1.79727 -3.44174 -1.30514
N 0.61896 -1.10070 2.15199
C -1.05328 -1.68381 -1.59828
H 0.84186 0.45319 3.53318
H 3.63186 -1.93203 -4.15973
S 3.43682 2.37615 0.69753
F 3.81375 3.25744 -3.75816
H -2.67329 3.38834 4.79826
H 1.12892 -5.25059 -0.55823
S -7.50810 3.73555 -0.54118
H -1.13516 5.41097 2.06290
H 1.88320 -4.16779 0.56636
H -2.22028 -3.29882 -2.41144
C 0.13277 -0.35015 3.33230
H -0.46909 -2.37271 -0.99618
H 2.57861 -0.96373 2.84426
N 1.48887 -3.75223 -2.56695
H 3.54067 -0.98472 -5.67143
C -0.64931 -3.03646 3.05529
H 1.60389 -2.99652 -3.22411
```

## Properties
E_HOMO	-3.89	eV
DFT total energy	-5769.46157	Eh
charge	-1
relative energy (zero: lowest compared OMol25 entry of this formula, charge and spin)	0.0	kJ/mol
orbital gap	5.518	eV
LUMO energy	1.6	eV



C2HAgO3 as an isolated structure, computed with ωB97M-V/def2-TZVPD.

Structure (XYZ):
```
7
C2HAgO3 ωB97M-V/def2-TZVPD
O 0.79586 0.96034 -0.17553
O 0.82475 -1.11169 -0.42833
Ag -3.90280 -0.23822 0.44603
H 2.36203 -0.15887 0.65772
O -1.36417 0.36680 0.14120
C -0.34913 0.34981 -0.47889
C 1.63346 -0.16817 -0.16219
```

## Properties
expectation value of S²	0.76
E_HOMO (alpha / beta)	-12.11 / -15.59	eV
DFT total energy	-449.06122	Eh
charge	+1
relative energy (zero: lowest compared OMol25 entry of this formula, charge and spin)	262.4	kJ/mol
multiplicity	2
orbital gap (alpha / beta)	5.566 / 9.055	eV
LUMO energy (alpha / beta)	-6.5 / -6.5	eV



C21H25CuNPSb as an isolated structure, computed with ωB97M-V/def2-TZVPD.

Structure (XYZ):
```
50
C21H25CuNPSb ωB97M-V/def2-TZVPD
P 0.67976 -0.30570 0.21430
H -3.09924 -1.50393 0.23117
H -1.96680 -1.60569 1.36525
H -3.60851 3.33750 -2.23092
C -2.88503 4.52269 1.44195
C -1.22591 -2.19193 -0.51942
C 4.31790 0.53088 -1.47225
H -3.72643 5.09970 0.98014
Sb -2.81976 2.70820 0.31059
H 0.57933 0.65313 -2.39476
H 0.52177 0.74766 3.00303
C -0.93565 -3.94741 -2.15763
H 1.94899 -2.31603 -1.60732
H -4.97384 1.29582 -0.35815
C 1.81759 -0.48446 4.15268
C 2.55554 1.11906 -3.01073
H 1.09791 -4.11626 -2.90158
C 1.13478 -0.13460 3.01106
H -1.39070 -4.81223 -2.65112
C 0.06439 -1.82175 -0.63588
H 1.77129 0.15293 5.03262
H 2.23593 1.39399 -3.99889
H -5.45381 3.01640 -0.11138
C 3.90725 1.11291 -2.64403
C -4.87954 2.17697 0.26836
C 2.11821 -2.02776 1.91784
H -3.12592 4.27356 2.49656
C -2.64317 3.32497 -1.74289
C 2.62176 -1.63701 4.19756
H 2.16412 -2.64431 0.99671
C 3.34612 0.10043 -0.53072
H -2.00741 2.61181 -2.27730
C 1.35858 -0.86581 1.83070
C 2.02087 0.17866 -0.86408
H 3.30074 -3.37611 3.11144
H -2.15800 4.28792 -1.79851
C 0.38802 -3.64361 -2.24424
H 5.36391 0.36209 -1.29912
Cu -1.37421 0.69878 0.56770
H -5.24576 1.84789 1.26250
N -2.12660 -1.36694 0.41002
H 3.67104 -0.31129 0.37611
C 1.62058 0.63140 -2.10991
C 2.76601 -2.40000 3.08139
H 3.21980 -1.85388 5.09615
H 4.66449 1.40020 -3.33470
H -2.79387 -3.46200 -1.17430
H -1.97398 5.10989 1.45683
C -1.73975 -3.26235 -1.25596
C 0.89720 -2.60437 -1.48688
```

## Properties
E_HOMO	-11.38	eV
DFT total energy	-3091.83958	Eh
charge	+1
relative energy (zero: lowest compared OMol25 entry of this formula, charge and spin)	0.0	kJ/mol
orbital gap	8.911	eV
LUMO energy	-2.5	eV



A 4-piece molecular cluster, C26H59BBrIN2O8PS overall, computed with ωB97M-V/def2-TZVPD.

Structure (XYZ):
```
100
C26H59BBrIN2O8PS ωB97M-V/def2-TZVPD
H 0.21840 0.20151 -2.00301
H -3.17005 1.15740 -5.00970
H -6.44744 2.13186 -7.27109
H 3.89482 -5.32688 4.56753
H -0.43993 -7.71123 5.34646
H 6.41467 3.02215 2.20698
C 1.04550 0.99720 2.50659
H 1.56137 -3.40136 2.13373
H -1.12236 2.04946 -6.60106
H 2.65115 -0.45940 3.27502
O 1.24134 -0.38494 -6.45412
H -4.55479 1.62772 -8.79874
B 0.92144 3.30543 1.17696
C -2.66013 0.70504 4.31243
H 0.85157 -1.10447 3.48712
C 0.88280 -6.62085 4.03056
C -6.20448 1.09868 -7.54259
H -0.94316 0.66284 -7.70117
H 4.70088 2.85331 -0.21506
H 5.57079 1.36594 2.52766
H 1.89459 0.53242 -8.19715
H 1.84634 5.39314 -1.47880
C -3.28942 1.50567 5.62428
C 1.10645 1.65056 0.99553
H 0.96628 3.72417 -1.49236
Br -2.83403 1.14074 -1.93849
H 2.59508 2.17258 -0.79612
H 1.72621 -6.80634 3.35710
H -1.52976 3.06249 5.69961
C 4.48640 2.53450 0.89011
H -0.41663 0.03093 -5.35736
H -2.83326 3.21735 7.05963
C -0.34655 1.12130 0.38514
H 2.64757 2.00293 -6.25032
C 2.29834 0.11142 -7.27185
H -4.88858 0.87488 -5.19603
H -3.86394 0.72662 6.28661
C -0.57032 0.82677 2.90405
H 4.02158 3.39934 1.55721
C 0.90923 -2.56710 1.60234
C -3.91732 0.70664 -5.67015
C -2.19840 2.43101 6.42510
H -6.45041 0.46950 -6.68412
H -3.15473 1.19422 3.37038
C -1.36100 1.54055 7.53018
H -0.61617 0.79061 7.02687
H 2.36780 -4.95222 6.49068
N -1.16845 0.89426 1.65768
H 1.95509 -6.65323 6.55493
H 0.15953 -8.65441 3.96222
S -0.34825 -0.33261 -0.81081
C 0.43091 -7.90245 4.70985
O 1.20624 -5.57697 4.94642
O 1.77597 4.30709 0.46099
H -4.34125 -1.28474 -6.44343
C 3.58564 -6.15877 5.21180
H 3.62955 0.66297 -5.65856
H -4.49480 -0.03624 -8.24837
H 6.63562 1.50601 0.96718
C 1.59191 -0.52599 2.76460
H 0.50243 4.43132 2.75719
H 0.28536 1.92668 -7.66383
O -2.56784 3.20291 0.50067
H -2.10303 0.96013 8.23505
H 4.35908 -6.32502 5.96873
C -4.74074 0.98316 -7.93276
H -0.75779 -0.16855 4.79988
O 3.59753 1.37150 1.03550
H -3.65443 -1.26133 -4.81657
C 5.90876 2.11656 1.66424
C 2.25290 -5.84978 5.87507
H -2.62564 -0.93421 -6.23423
O 1.73940 -1.35361 1.55829
C 2.46835 1.41208 0.08391
H 2.43752 0.33193 -0.42359
I 2.11997 2.09478 4.12654
H 2.90119 -0.75385 -7.56455
H -3.29187 2.55739 0.75527
H 4.00826 1.43209 -7.22068
C 3.19580 1.11147 -6.56046
H 0.11588 5.22567 -0.72310
H -3.03523 -0.42138 4.42226
C -0.40364 1.35119 -7.04141
C 1.17410 4.69136 -0.82609
O -0.09101 3.91072 2.11314
H -0.15553 -2.42672 2.06667
C -3.62013 -0.77887 -5.79883
H 3.53310 -7.05277 4.58776
H -0.78728 2.31313 8.21158
H -4.12448 2.25335 5.21314
O -3.84521 1.40946 -6.90835
H 0.78329 -2.92153 0.46942
H 1.21202 -8.32691 5.34470
H -2.18825 0.80374 1.45620
H 0.06518 -6.24604 3.40531
N -1.14859 0.65438 4.29114
P -1.45028 2.38878 -0.56313
C 0.32154 0.58133 -5.95074
H 0.82967 1.26063 -5.25817
H -6.84581 0.79584 -8.37627
```

## Properties
E_HOMO	-11.22	eV
DFT total energy	-5373.05623	Eh
charge	+1
orbital gap	7.209	eV
LUMO energy	-4.0	eV



An isolated ion of composition C12H11BrN2O and charge +2, computed with ωB97M-V/def2-TZVPD.

Structure (XYZ):
```
27
C12H11BrN2O ωB97M-V/def2-TZVPD
H -2.91179 -1.57764 -1.39276
H -0.27641 -3.12232 -3.66854
H 1.42824 -1.54352 -2.75772
H 1.34721 2.93495 5.15357
C -1.40460 -0.49951 0.07621
C 1.82049 0.61604 2.44941
H 2.57918 -0.12883 2.03608
N 1.13653 2.42107 4.28334
C 0.08445 -0.05417 0.35877
C -1.01277 -1.14773 -4.60276
N -0.76652 -1.60248 -2.16366
H -0.82186 3.44951 4.05298
C -0.51992 1.87686 2.27565
C -1.81256 -1.28983 -1.22770
Br 0.52786 -0.94150 -5.84914
H 3.06452 1.33046 4.27349
C -0.13191 2.65369 3.58614
C 2.06728 1.47174 3.73271
H -2.10588 -2.78994 -3.47604
H 2.24224 -0.25446 -0.61678
C 1.13343 -0.48964 -0.72266
O -2.01034 -0.37153 -4.61126
H -1.50543 2.07001 1.72971
H -2.19728 -0.21998 0.84477
C 0.46602 0.79217 1.67372
C -1.06607 -2.32088 -3.46633
C 0.64587 -1.26253 -1.97119
```

## Properties
E_HOMO	-16.15	eV
DFT total energy	-3221.76981	Eh
charge	+2
orbital gap	7.325	eV
LUMO energy	-8.8	eV



C32H29Cl4N10O2SV as an isolated structure, computed with ωB97M-V/def2-TZVPD.

Structure (XYZ):
```
79
C32H29Cl4N10O2SV ωB97M-V/def2-TZVPD
H 2.20932 1.99712 -5.34496
H 3.65511 -7.03166 0.46905
C 0.76693 3.12371 -1.42420
N 0.67417 1.68981 0.59129
O -1.66320 -1.77830 0.16719
H -3.05876 -1.25967 4.00449
H 1.36992 -5.01177 2.48987
C 2.59388 -1.66985 0.72043
H 0.87780 4.14193 -3.29400
S 0.24404 -4.26962 0.14324
Cl -3.64457 -3.94128 0.44759
C -4.46895 0.48365 0.34652
H 1.43841 -6.23567 -1.27442
H -1.25284 2.86523 4.54641
C 2.20651 1.24076 -1.18320
H -2.28592 0.96610 -5.65820
H 0.24900 5.40257 5.54846
H -0.85031 -2.17806 2.65599
H 2.28486 -8.16799 0.49446
H 2.25787 -6.41535 2.10632
C -0.43526 2.26681 2.67532
C -1.13605 0.53446 -2.63743
H 3.12669 -7.80870 -1.01556
H -1.69958 1.26322 -2.06476
H 2.12616 -2.47656 1.25787
C 0.84105 3.93098 1.54565
C -2.89753 -1.37655 0.25334
C -2.24368 -0.69218 3.59117
C 2.77725 -7.37561 -0.08121
N -0.34539 -0.27111 -1.95042
C -5.30294 -1.76623 0.50072
C 1.21317 2.06420 -0.61398
H -2.79960 1.45844 3.84182
H 2.54740 3.69202 -5.00899
C 0.23334 -1.28767 -3.99753
H 3.79704 2.47487 -4.74790
C -5.54662 -0.40794 0.47590
Cl -4.73325 2.20334 0.34172
H -0.02517 3.75740 -1.04657
C 3.95982 -0.25471 -0.25994
C -3.98448 -2.23888 0.39131
C 0.34777 2.60600 1.54111
O -2.12501 0.83967 0.14954
C -3.15341 0.04313 0.24193
C -2.13432 0.67830 3.51634
C 0.34894 -1.20190 -2.63094
H -1.47556 5.26731 5.21725
N 1.83024 -0.74488 0.16109
C 2.69411 1.43879 -2.46416
C 2.72726 2.67440 -4.66039
H 0.96844 -1.87788 -2.05789
V -0.32883 -0.17097 0.15695
C -1.11261 -1.16554 2.91954
N -2.04307 1.30248 -4.73945
C 0.55599 4.84209 2.54202
H 4.76227 0.34451 -0.65452
H 4.80235 -1.97685 0.82534
Cl -7.16860 0.20114 0.59747
N 1.88552 -5.53145 1.79902
N 1.89737 -6.27101 -0.38090
H -0.51370 6.49238 4.39480
N 2.67727 0.11832 -0.43862
C 1.27250 3.32737 -2.69521
C 1.37475 -5.41588 0.53303
Cl -6.61723 -2.89071 0.65886
N -0.55529 -0.47999 -4.71473
C -0.22469 4.49682 3.63873
C -1.24035 0.42474 -4.03333
N -0.99491 0.96611 2.86013
C -0.68603 3.18999 3.68145
C -0.50509 5.46330 4.75810
H 1.47889 4.24161 0.72950
C 3.95315 -1.41134 0.48439
H -2.82712 1.67274 -4.22539
H 0.96564 5.84491 2.46788
H 3.41434 0.73248 -2.86498
N -0.35857 -0.16476 2.47418
C 2.24403 2.49412 -3.24621
H 0.78795 -2.04081 -4.54483
```

## Properties
expectation value of S²	3.76
E_HOMO (alpha / beta)	-3.09 / -3.65	eV
DFT total energy	-5118.03170	Eh
charge	-1
relative energy (zero: lowest compared OMol25 entry of this formula, charge and spin)	0.0	kJ/mol
multiplicity	4
orbital gap (alpha / beta)	5.017 / 5.577	eV
LUMO energy (alpha / beta)	1.9 / 1.9	eV



A 2-piece molecular cluster, C6H9O2 overall, computed with ωB97M-V/def2-TZVPD.

Structure (XYZ):
```
17
C6H9O2 ωB97M-V/def2-TZVPD
H 0.62477 1.54990 -0.68818
C 0.31038 0.62303 -0.19532
H -1.01923 0.73657 1.45741
H -1.58470 1.85523 0.19742
H 1.22046 -0.56663 1.33754
O -2.75987 0.11451 -1.12114
C -2.10962 -0.22712 -0.10056
C 1.46271 0.41234 0.86247
H 1.36163 1.15997 1.64138
O -1.93281 -1.36247 0.38890
H 2.55316 -1.74190 -0.20637
C -1.11362 0.89214 0.38203
C 2.79677 0.38938 0.11523
H 0.21924 -0.24458 -0.85629
H 3.67017 0.73594 -1.17025
C 3.18772 -0.84643 -0.31784
H 4.24322 -1.12034 -0.30756
```

## Properties
E_HOMO	-3.87	eV
DFT total energy	-384.37409	Eh
charge	-1
relative energy (zero: lowest compared OMol25 entry of this formula, charge and spin)	450.2	kJ/mol
orbital gap	6.980	eV
LUMO energy	3.1	eV



One molecule with the formula C2H3NS, computed with ωB97M-V/def2-TZVPD.

Structure (XYZ):
```
7
C2H3NS ωB97M-V/def2-TZVPD
C -0.13362 1.03287 0.08205
S -1.61207 -0.11050 -0.04652
N 0.35451 -0.31060 0.05613
H 0.01934 1.63996 1.02767
H 0.47644 -2.38904 -0.32213
H 0.03152 1.55460 -0.80524
C 0.86389 -1.41728 0.00804
```

## Properties
E_HOMO (alpha / beta)	-7.73 / -7.73	eV
DFT total energy	-530.78224	Eh
charge	0
relative energy (zero: lowest compared OMol25 entry of this formula, charge and spin)	400.3	kJ/mol
orbital gap (alpha / beta)	7.883 / 7.882	eV
LUMO energy (alpha / beta)	0.2 / 0.2	eV